# C30H30CaI2N2O5PSTe

A structure of composition C30H30CaI2N2O5PSTe (ωB97M-V/def2-TZVPD, the Open Molecules 2025 dataset).

Properties
HOMO-LUMO gap (spin up / spin down): 6.5 / 6.5 eV
charge: -2
2S+1: 2
expectation value of S²: 0.76

```
73
Properties=species:S:1:pos:R:3:nbo_charge:R:1
H 2.44211 1.28971 0.51549 0.375
H -1.16964 2.22551 1.40481 0.216
C 0.54260 -3.61941 2.36711 -0.228
H -0.29442 0.96089 -4.81413 0.226
H -0.22854 3.76726 -2.34116 0.243
H 2.01113 -4.04732 -0.27525 0.264
C -0.98521 4.95431 1.67049 -0.232
Te -1.96461 2.06394 -1.25212 0.507
C 3.59484 0.21881 2.95800 -0.230
C -2.30381 -3.27520 -2.04086 0.029
C -4.40426 -3.20445 -3.28887 -0.195
I -4.10558 2.23172 -4.15794 -0.906
H -0.83891 4.46206 2.62594 0.196
C 3.04570 -2.20485 -0.70473 0.787
H -1.60467 0.22619 -5.99560 0.192
C -1.39149 6.19956 -0.77105 -0.198
C 2.58975 2.28141 -1.28302 -0.341
H 3.66467 2.47420 -1.28181 0.191
H 3.08810 2.01364 4.02425 0.203
Ca 0.45626 -0.33961 -1.63289 1.765
C 1.34474 0.96965 3.32339 -0.225
H -1.72817 -6.09162 2.86060 0.204
H -5.36732 -1.24508 -3.32934 0.237
H 3.15572 -3.56303 1.00781 0.215
C -3.60023 -1.27524 -2.17702 0.036
C 0.88120 -4.69593 4.50458 -0.232
C -1.38376 6.95248 0.39798 -0.232
P 0.96401 -2.39346 1.05946 0.862
I -0.40257 -1.72608 -4.51311 0.154
C -1.19755 4.82565 -0.72878 -0.048
C 1.24452 -3.74122 3.56533 -0.229
O -1.65285 -1.29017 -0.97873 -0.746
H 3.82739 -1.56921 1.80684 0.235
C 1.74983 -1.07341 2.07893 -0.357
H -1.18744 6.91033 2.53521 0.196
H 0.64736 1.69946 3.71687 0.208
C 0.87411 -0.12473 2.61563 -0.208
H -1.55106 8.02214 0.35255 0.197
H 2.09875 3.17129 -0.87701 0.196
C -1.23091 3.94942 -1.94765 -0.677
C -4.55671 -1.85602 -2.96054 -0.288
H -3.13760 -4.92121 -3.08699 0.219
O 1.18500 1.35445 -2.98962 -0.901
H -5.13303 -3.70463 -3.91552 0.200
C -3.30489 -3.88438 -2.83336 -0.260
S -0.89105 -4.09024 -1.56457 -0.402
C -0.18835 -5.54568 4.25399 -0.229
H -1.56640 6.68021 -1.72649 0.208
H -3.62409 -0.23417 -1.89620 0.242
C -0.89206 -5.43316 3.06313 -0.208
C 3.11983 -0.88619 2.25912 -0.171
C -1.18117 6.33027 1.61980 -0.236
N 2.21923 1.11796 -0.45996 -0.925
C -0.53451 -4.47252 2.12607 -0.233
C -0.82441 2.70242 0.48864 -0.721
C 2.13461 2.17100 -2.75468 0.775
C -0.84182 0.13550 -5.24283 -0.546
C 2.71315 1.14691 3.49338 -0.236
O 2.69960 2.91691 -3.55187 -0.706
H 4.66365 0.36067 3.06576 0.205
H 2.07608 -3.07599 3.76814 0.213
O 4.22549 -1.87482 -0.55774 -0.719
C 2.42424 -3.20379 0.28311 -0.836
N -2.52093 -1.95528 -1.72343 -0.007
H 0.21898 2.42728 0.32614 0.224
H 2.82549 0.33862 -0.72470 0.396
C -0.99117 4.19574 0.50775 0.052
H -1.07583 -4.38152 1.18972 0.259
H -0.19226 -0.23833 2.44491 0.223
H -0.47303 -6.29115 4.98740 0.197
O 2.22911 -1.75396 -1.57204 -0.894
H -1.86851 4.31154 -2.75045 0.259
H 1.43356 -4.77604 5.43372 0.198
```